Record 1
Formula: C2H7OS
Source: the Open Molecules 2025 dataset
Level of theory: ωB97M-V/def2-TZVPD

XYZ file:
```
11
Properties=species:S:1:pos:R:3
C -1.88 -0.72 -0.86
O -0.68 -1.39 -0.93
H -1.78 0.32 -0.48
H -2.40 -0.69 -1.83
H -2.58 -1.18 -0.13
C 1.35 0.15 -0.30
S 0.67 0.88 1.19
H 1.54 0.93 -1.05
H 2.31 -0.32 -0.10
H 0.24 -0.65 -0.69
H 1.71 1.56 1.73
```

For the LUMO energy, the calculation gives 3.77 eV. Its HOMO-LUMO gap is 6.6 eV. As for the charge: -1. As for the spin multiplicity: 1.

Record 2
Formula: C51H41N5NiO2S2
Source: the Open Molecules 2025 dataset
Level of theory: ωB97M-V/def2-TZVPD

XYZ file:
```
102
Properties=species:S:1:pos:R:3
Ni -1.19 -2.22 -0.51
C 4.22 -4.52 0.43
C 3.38 -4.27 -0.63
C 2.06 -3.81 -0.45
C 1.54 -3.72 0.82
C 2.35 -4.15 1.87
C 3.67 -4.42 1.66
N 0.17 -3.39 0.92
N -0.34 -3.62 2.00
C -1.72 -3.37 2.06
C -2.38 -3.58 3.21
C -3.75 -3.35 3.28
C -4.31 -2.72 2.21
C -3.59 -2.55 1.03
N -2.35 -2.91 0.94
H 5.23 -4.95 0.42
H 3.80 -4.55 -1.64
H 1.49 -3.63 -1.37
H 1.88 -4.26 2.82
H 4.27 -4.68 2.53
H -1.80 -3.78 4.07
H -4.41 -3.64 4.09
H -5.35 -2.36 2.22
H -4.14 -2.18 0.10
C 3.77 0.73 -6.85
C 2.97 0.62 -5.57
C 2.05 -0.47 -5.30
C 1.51 -0.64 -4.07
C 1.68 0.33 -3.10
C 2.44 1.43 -3.35
C 3.12 1.56 -4.56
S 0.72 0.13 -1.59
O 0.60 -1.40 -1.37
C 1.86 0.75 -0.43
C 2.94 -0.04 -0.28
C 3.70 -0.05 0.85
C 3.46 0.97 1.84
C 4.41 1.13 2.90
C 4.28 2.08 3.87
C 3.15 2.91 3.75
C 2.31 2.90 2.69
C 2.39 1.92 1.67
C 1.58 1.72 0.51
C 0.43 2.62 0.23
C 0.68 3.97 -0.21
C 1.95 4.37 -0.56
C 2.22 5.67 -0.97
C 1.16 6.57 -1.14
C -0.15 6.11 -1.00
C -0.41 4.79 -0.43
C -1.72 4.37 -0.20
C -1.97 3.11 0.23
C -0.85 2.28 0.46
S -1.01 0.70 1.20
O -1.74 -0.21 0.22
C -2.02 1.17 2.67
C -1.36 1.97 3.59
C -2.06 2.31 4.74
C -3.35 1.93 5.01
C -3.97 2.04 6.44
C -3.98 1.18 4.03
C -3.31 0.71 2.91
H 3.95 1.77 -7.11
H 3.28 0.35 -7.70
H 4.83 0.28 -6.77
H 1.85 -1.21 -6.06
H 0.79 -1.46 -3.93
H 2.63 2.20 -2.62
H 3.72 2.48 -4.68
H 2.97 -0.94 -0.87
H 4.41 -0.80 1.09
H 5.23 0.43 2.87
H 5.06 2.24 4.64
H 2.91 3.62 4.53
H 1.49 3.66 2.71
H 2.78 3.66 -0.63
H 3.26 5.99 -1.10
H 1.18 7.67 -1.51
H -1.00 6.71 -1.38
H -2.50 5.05 -0.49
H -3.08 2.85 0.38
H -0.31 2.24 3.39
H -1.51 2.84 5.53
H -3.52 1.18 7.01
H -5.07 1.95 6.44
H -3.76 2.96 6.99
H -5.05 0.88 4.23
H -3.84 0.03 2.22
C -2.96 -3.87 -4.58
C -3.10 -4.63 -3.41
C -2.63 -4.12 -2.21
N -2.22 -2.80 -2.11
C -2.04 -2.13 -3.31
C -2.41 -2.63 -4.55
H -3.31 -4.33 -5.51
H -3.64 -5.55 -3.47
H -2.69 -4.68 -1.30
H -1.69 -1.14 -3.17
H -2.42 -1.98 -5.34
N -5.95 -1.35 -3.07
C -5.58 -1.75 -2.04
H -6.25 -1.24 -4.00
```

As for the expectation value of S²: 2.00. For the LUMO energy (alpha / beta), the calculation gives -5.91 / -6.08 eV. Its HOMO-LUMO gap (alpha / beta) is 6.6 / 6.5 eV. As for the charge: +2. As for the spin multiplicity: 3.

Record 3
Formula: C5H10N2S
Source: the Open Molecules 2025 dataset
Level of theory: ωB97M-V/def2-TZVPD

XYZ file:
```
18
Properties=species:S:1:pos:R:3
C -1.06 -0.82 0.07
C -1.36 2.18 -0.29
C 2.59 -0.57 0.52
C 1.30 0.29 0.37
C 0.15 -0.44 -0.33
N -2.10 -1.11 -0.77
N -1.94 2.06 0.75
S -0.57 2.32 -1.60
H -1.42 -0.77 1.08
H 3.25 0.06 1.10
H 2.36 -1.50 1.02
H 2.95 -0.75 -0.47
H 0.89 0.39 1.40
H 1.46 1.22 -0.21
H 0.42 -0.52 -1.39
H -2.78 -1.87 -0.43
H -1.84 -1.34 -1.75
H -2.30 1.16 0.94
```

For the LUMO energy, the calculation gives 0.81 eV. Its HOMO-LUMO gap is 9.0 eV. As for the charge: 0. As for the spin multiplicity: 1.

Record 4
Formula: C19H27CrN6OS3
Source: the Open Molecules 2025 dataset
Level of theory: ωB97M-V/def2-TZVPD

XYZ file:
```
57
Properties=species:S:1:pos:R:3
Cr -1.25 -0.13 0.43
C -2.77 1.33 2.56
C -3.80 0.40 1.92
N -3.17 -0.75 1.19
C -3.00 -1.99 2.00
C -1.61 -2.02 2.59
C -1.30 -2.59 3.81
C 0.06 -2.64 4.25
C 1.05 -2.02 3.41
C 0.63 -1.39 2.25
C 1.51 -0.77 1.20
N 0.80 0.45 0.68
C 0.93 1.61 1.58
C -0.34 1.90 2.38
N -1.59 1.52 1.70
N -0.68 -1.42 1.89
H -2.42 0.99 3.56
H -3.33 2.25 2.73
H -4.41 0.92 1.14
H -4.50 0.06 2.71
H -3.68 -0.99 0.34
H -3.04 -2.84 1.31
H -3.80 -2.08 2.74
H -2.09 -2.98 4.43
H 0.36 -3.03 5.25
H 2.08 -2.02 3.67
H 1.62 -1.51 0.37
H 2.50 -0.62 1.61
H 1.29 0.68 -0.20
H 1.22 2.49 0.94
H 1.72 1.43 2.33
H -0.43 2.97 2.59
H -0.29 1.34 3.35
H -1.80 2.21 0.94
O -1.85 1.18 -0.95
N -1.51 0.95 -2.26
C -1.78 1.95 -3.13
C -1.65 1.72 -4.51
C -1.18 0.49 -4.97
C -0.85 -0.49 -4.06
C -1.04 -0.27 -2.70
S -0.98 -1.60 -1.56
H -2.18 2.91 -2.80
H -1.95 2.57 -5.16
H -1.29 0.25 -6.04
H -0.53 -1.49 -4.38
S 2.28 2.03 -1.69
C 3.55 1.02 -2.16
N 3.51 0.09 -3.13
C 4.70 -0.73 -3.34
C 5.86 0.07 -2.70
S 5.14 1.12 -1.40
H 2.75 0.04 -3.75
H 4.83 -1.00 -4.43
H 4.63 -1.71 -2.80
H 6.38 0.74 -3.41
H 6.69 -0.57 -2.33
```

As for the expectation value of S²: 2.07. For the LUMO energy (alpha / beta), the calculation gives -2.06 / -2.11 eV. Its HOMO-LUMO gap (alpha / beta) is 7.8 / 6.2 eV. As for the charge: +1. As for the spin multiplicity: 3.

Record 5
Formula: C3H4F2IN
Source: the Open Molecules 2025 dataset
Level of theory: ωB97M-V/def2-TZVPD

XYZ file:
```
11
Properties=species:S:1:pos:R:3
C 0.80 1.07 0.10
C 1.88 0.06 0.05
C -1.33 -1.08 0.37
N -0.05 1.81 0.13
F -1.95 -2.22 0.55
F -0.97 -1.22 -0.92
I -3.16 0.73 0.00
H 2.91 0.51 -0.25
H 1.88 -0.58 0.93
H 1.58 -0.37 -0.94
H -1.59 1.28 -0.01
```

For the LUMO energy, the calculation gives 0.36 eV. Its HOMO-LUMO gap is 9.2 eV. As for the charge: 0. As for the spin multiplicity: 1.

Record 6
Formula: C3H3Br
Source: the Open Molecules 2025 dataset
Level of theory: ωB97M-V/def2-TZVPD

XYZ file:
```
7
Properties=species:S:1:pos:R:3
C 0.22 0.28 0.06
C 1.23 -0.57 -0.09
C -0.88 0.95 0.02
Br -2.69 0.22 -0.13
H 1.77 -1.42 0.51
H 1.26 -1.37 -0.98
H -0.89 1.92 0.60
```

For the LUMO energy, the calculation gives -0.33 eV. Its HOMO-LUMO gap is 8.8 eV. As for the charge: 0. As for the spin multiplicity: 1.

Record 7
Formula: C4H6N
Source: the Open Molecules 2025 dataset
Level of theory: ωB97M-V/def2-TZVPD

XYZ file:
```
11
Properties=species:S:1:pos:R:3
C -2.19 0.44 0.84
C 0.56 -0.62 -0.98
C 1.07 0.60 -0.24
C 0.04 -0.55 0.49
N -1.16 -0.02 0.61
H -2.94 1.06 1.22
H -0.06 -0.47 -1.80
H 1.29 -1.38 -1.11
H 2.18 0.69 0.16
H 0.61 1.56 -0.27
H 0.60 -1.31 1.08
```

For the LUMO energy, the calculation gives -4.78 eV. Its HOMO-LUMO gap is 10.5 eV. As for the charge: +1. As for the spin multiplicity: 1.

Record 8
Formula: C2H7NS2
Source: the Open Molecules 2025 dataset
Level of theory: ωB97M-V/def2-TZVPD

XYZ file:
```
12
Properties=species:S:1:pos:R:3
C 0.16 -2.34 0.50
S -0.65 -1.41 -0.87
S 0.81 -1.06 -2.26
H 0.50 -3.33 0.14
H -0.66 -2.47 1.24
H 1.05 -1.76 0.84
H 1.11 0.19 -1.92
C -0.74 2.23 0.24
N -0.37 3.14 1.08
H -1.74 2.37 -0.21
H -0.10 1.39 -0.06
H 0.64 3.05 1.27
```

For the LUMO energy, the calculation gives 0.46 eV. Its HOMO-LUMO gap is 9.8 eV. As for the charge: 0. As for the spin multiplicity: 1.

Record 9
Formula: C6H12O
Source: the Open Molecules 2025 dataset
Level of theory: ωB97M-V/def2-TZVPD

XYZ file:
```
19
Properties=species:S:1:pos:R:3
C 2.64 0.00 0.10
C 1.36 -0.41 0.84
C 0.10 0.30 0.43
C -1.12 -0.35 0.15
C -1.77 0.17 -1.15
O -3.06 0.42 -0.67
C -2.50 0.31 0.62
H 2.61 -0.30 -0.95
H 2.79 1.09 0.14
H 3.51 -0.47 0.57
H 1.51 -0.21 1.91
H 1.22 -1.49 0.74
H 0.53 -0.38 -1.87
H 0.10 1.39 0.46
H -1.12 -1.44 0.24
H -0.08 -0.65 -2.22
H -1.32 1.03 -1.68
H -2.31 1.30 1.04
H -3.09 -0.32 1.29
```

For the LUMO energy (alpha / beta), the calculation gives 0.35 / 0.54 eV. Its HOMO-LUMO gap (alpha / beta) is 8.0 / 8.0 eV. As for the charge: 0. As for the spin multiplicity: 1.

Record 10
Formula: C21H49N8O4P2
Source: the Open Molecules 2025 dataset
Level of theory: ωB97M-V/def2-TZVPD

XYZ file:
```
84
Properties=species:S:1:pos:R:3
C -4.44 -2.36 -6.23
C -3.38 -1.34 -5.89
C -2.22 -1.73 -5.25
C -1.28 -0.77 -4.91
C 0.01 -1.11 -4.19
O 0.75 -1.87 -4.71
O 0.27 -0.49 -3.04
C -0.83 -0.45 -2.10
C -1.34 0.96 -1.86
N -2.52 0.92 -0.99
C -1.49 0.57 -5.24
C -2.66 0.91 -5.88
N -3.55 -0.05 -6.18
H -3.97 -3.33 -6.26
H -5.18 -2.32 -5.43
H -4.90 -2.09 -7.18
H -2.03 -2.77 -4.99
H -0.41 -0.78 -1.15
H -1.63 -1.16 -2.33
H -0.53 1.50 -1.38
H -1.59 1.46 -2.79
H -2.93 -0.01 -1.03
H -3.25 1.53 -1.33
H -0.76 1.31 -4.97
H -2.83 1.94 -6.14
H -4.41 0.23 -6.64
O -4.06 -1.26 2.42
P -3.25 -1.34 3.70
N -2.92 0.35 3.92
C -1.76 1.02 3.37
C -4.10 1.19 3.82
N -1.95 -2.32 3.09
C -0.67 -1.81 2.65
C -2.39 -3.41 2.23
N -2.70 -1.68 5.29
C -2.91 -0.76 6.42
C -2.54 -3.07 5.71
H -1.77 2.08 3.65
H -1.73 0.98 2.27
H -0.83 0.64 3.79
H -4.95 0.72 4.32
H -4.40 1.38 2.78
H -3.93 2.15 4.31
H -0.76 -1.11 1.80
H -0.03 -2.63 2.33
H -0.14 -1.32 3.46
H -2.56 -3.08 1.19
H -3.31 -3.85 2.60
H -1.63 -4.20 2.22
H -2.12 -0.01 6.44
H -2.88 -1.28 7.37
H -3.87 -0.25 6.37
H -1.48 -3.30 5.83
H -2.95 -3.77 4.98
H -3.05 -3.28 6.65
O 4.33 -0.21 1.10
P 4.32 0.75 -0.06
N 5.98 1.22 -0.11
C 6.52 2.36 0.60
C 6.90 0.09 -0.06
N 3.17 1.88 0.59
C 3.52 3.15 1.20
C 2.06 1.26 1.30
N 4.03 1.40 -1.62
C 5.03 1.38 -2.70
C 2.65 1.48 -2.10
H 7.59 2.45 0.39
H 6.39 2.28 1.69
H 6.09 3.30 0.24
H 6.53 -0.73 -0.68
H 7.03 -0.30 0.96
H 7.87 0.38 -0.46
H 4.15 3.02 2.09
H 2.62 3.68 1.51
H 4.02 3.80 0.48
H 2.32 1.00 2.33
H 1.74 0.34 0.80
H 1.20 1.94 1.31
H 5.70 2.23 -2.61
H 4.56 1.44 -3.68
H 5.62 0.46 -2.69
H 2.33 2.52 -2.15
H 1.97 0.94 -1.45
H 2.53 1.03 -3.10
```

For the LUMO energy, the calculation gives -4.74 eV. Its HOMO-LUMO gap is 4.9 eV. As for the charge: +1. As for the spin multiplicity: 1.

Record 11
Formula: C40H28N7O8P2PtTe
Source: the Open Molecules 2025 dataset
Level of theory: ωB97M-V/def2-TZVPD

XYZ file:
```
87
Properties=species:S:1:pos:R:3
Pt 1.07 -1.21 -1.27
Te 2.34 2.36 1.98
C 0.99 4.02 2.23
C -0.37 3.89 2.50
C -1.15 5.03 2.58
N -0.69 6.26 2.42
C 0.61 6.39 2.18
C 1.48 5.32 2.08
C 0.86 1.21 0.95
P 1.11 1.02 -0.83
C 2.55 1.91 -1.52
C 2.78 3.26 -1.25
C 3.86 3.90 -1.83
C 4.70 3.21 -2.70
C 4.44 1.88 -3.01
C 3.37 1.23 -2.42
C -0.19 2.02 -1.61
C -0.40 1.88 -2.98
C -1.36 2.64 -3.62
C -2.10 3.57 -2.89
C -1.88 3.72 -1.53
C -0.92 2.95 -0.89
P 0.72 -0.45 1.59
C -0.89 -1.12 1.06
C -1.26 -2.38 1.53
C -2.55 -2.85 1.32
C -3.48 -2.07 0.65
C -3.12 -0.82 0.18
C -1.83 -0.34 0.37
C 0.38 -0.24 3.37
C -0.92 0.00 3.83
C -1.13 0.33 5.16
C -0.05 0.41 6.04
C 1.23 0.13 5.60
C 1.44 -0.20 4.26
H -0.81 2.91 2.65
H -2.21 4.96 2.79
H 0.98 7.41 2.06
H 2.54 5.47 1.87
H 2.10 3.80 -0.61
H 4.05 4.94 -1.60
H 5.54 3.72 -3.16
H 5.09 1.35 -3.70
H 3.16 0.20 -2.65
H 0.17 1.15 -3.53
H -1.54 2.51 -4.68
H -2.87 4.16 -3.38
H -2.45 4.45 -0.97
H -0.75 3.07 0.17
H -0.54 -2.98 2.07
H -2.84 -3.83 1.69
H -4.49 -2.43 0.51
H -3.83 -0.21 -0.35
H -1.58 0.65 0.05
H -1.76 -0.05 3.15
H -2.13 0.53 5.51
H -0.22 0.68 7.08
H 2.06 0.17 6.28
H 2.44 -0.44 3.91
O -5.67 -4.02 -3.07
N -4.92 -4.80 -2.51
O -5.26 -5.93 -2.17
C -3.57 -4.39 -2.25
C -2.70 -5.26 -1.62
C -1.39 -4.89 -1.40
C -0.84 -3.60 -1.80
O 0.36 -3.28 -1.55
C -1.82 -2.73 -2.43
C -3.13 -3.13 -2.64
N -1.50 -1.44 -2.81
O -2.40 -0.61 -3.10
O -0.25 -1.08 -2.90
N -0.59 -5.86 -0.71
O 0.62 -5.89 -0.89
O -1.17 -6.65 0.03
H -3.04 -6.23 -1.32
H -3.81 -2.44 -3.13
N 2.69 -4.23 -0.21
C 2.53 -3.05 0.40
O 2.10 -2.97 1.55
C 3.02 -1.85 -0.37
C 3.68 -0.89 0.44
N 4.35 -0.19 1.06
C 3.70 -2.10 -1.61
N 4.26 -2.30 -2.59
H 2.15 -5.01 0.12
H 2.86 -4.24 -1.21
```

For the LUMO energy (alpha / beta), the calculation gives -0.12 / -0.41 eV. Its HOMO-LUMO gap (alpha / beta) is 3.9 / 3.3 eV. As for the charge: -1. As for the spin multiplicity: 1.